{
  "formula": "C4H14N2O",
  "method": "ωB97M-V with the def2-TZVPD basis set",
  "smiles": "CN[C@@H](C)CN.O",
  "multiplicity": 1,
  "gap_ev": 9.0,
  "homo_ev": -8.0566,
  "max_force_ha_per_bohr": 0.05652,
  "species": ["C", "N", "C", "C", "C", "N", "H", "H", "H", "H", "H", "H", "H", "H", "H", "H", "H", "H", "O", "H", "H"],
  "positions_angstrom": [[0.3855, -0.6005, -2.7888], [0.5449, -1.0348, -1.4242], [0.2392, -0.5410, -0.1048], [1.1518, 0.7255, 0.1379], [-1.1950, -0.0474, -0.0055], [-1.5305, 0.6283, 1.2647], [-0.1535, 0.3424, -2.7575], [1.3628, -0.3784, -3.2311], [-0.1180, -1.3647, -3.3610], [1.1442, -1.8392, -1.3725], [0.5593, -1.2804, 0.6265], [2.0536, 0.4193, 0.6677], [0.7254, 1.4143, 0.8600], [1.4803, 1.0928, -0.8289], [-1.3176, 0.6718, -0.8266], [-1.9434, -0.8203, -0.1854], [-2.5404, 0.7179, 1.2986], [-1.2100, 1.5872, 1.2327], [0.0651, 0.4751, 3.7612], [0.7215, -0.1925, 3.9911], [-0.4254, 0.0244, 3.0459]],
  "forces_ev_per_angstrom": [[0.281, 1.129, 1.195], [0.514, -2.777, 0.392], [0.811, 2.701, -0.705], [0.249, -1.218, 0.936], [-0.565, 0.302, -0.173], [-0.162, -0.349, -0.155], [-0.343, 0.002, -0.499], [-0.061, -0.046, -0.214], [-0.346, 0.032, -0.420], [-0.039, -0.047, 0.014], [-0.577, -0.286, -0.058], [0.277, -0.222, -0.184], [-0.139, 0.572, -0.449], [-0.333, 0.629, 0.099], [0.022, -0.147, -0.164], [0.225, -0.273, 0.083], [-0.004, -0.159, 0.186], [0.207, 0.018, 0.136], [0.056, -0.750, -0.329], [0.102, 0.215, 0.254], [-0.175, 0.677, 0.055]]
}

=====

{
  "formula": "ClFH3N2P",
  "method": "ωB97M-V with the def2-TZVPD basis set",
  "multiplicity": 3,
  "gap_ev": [6.4, 8.7],
  "homo_ev": [-5.2313, -11.0985],
  "max_force_ha_per_bohr": 0.08072,
  "s_squared": 2.008,
  "species": ["N", "N", "F", "P", "Cl", "H", "H", "H"],
  "positions_angstrom": [[0.0286, -1.6641, 0.7286], [0.2840, 0.7741, -0.7272], [-1.3108, -0.9455, -1.6199], [-0.8518, -0.3755, -0.1672], [-2.5735, 0.3209, 0.4726], [-0.3192, -1.7545, 1.6681], [1.0248, 0.3910, -0.1732], [0.2207, 1.0018, -1.6974]],
  "forces_ev_per_angstrom": [[1.604, -1.777, -1.829], [-2.497, -1.509, 1.523], [0.433, -0.151, 1.529], [1.946, 0.936, -0.506], [-3.873, 1.469, 0.269], [-0.574, 0.266, 0.583], [1.811, 0.817, -0.847], [1.150, -0.052, -0.722]]
}

=====

{
  "formula": "C2H5N4O2",
  "method": "ωB97M-V with the def2-TZVPD basis set",
  "multiplicity": 1,
  "gap_ev": [8.1, 5.5],
  "homo_ev": [-4.0988, -2.2245],
  "max_force_ha_per_bohr": 0.10239,
  "charge": -1,
  "species": ["C", "C", "N", "N", "N", "N", "O", "O", "H", "H", "H", "H", "H"],
  "positions_angstrom": [[-1.4264, 1.0209, 0.2485], [-0.1398, 0.2150, 0.0134], [0.9582, 0.9876, -0.0831], [-0.6980, -2.0721, 0.3233], [-0.1187, -0.9677, 0.4979], [2.0655, 0.2773, -0.2039], [2.0247, -0.9251, -0.0765], [3.1401, 0.9094, -0.2899], [-1.3028, 1.6805, 1.1998], [-2.1928, 0.3036, 0.0012], [-1.3360, 1.8488, -0.5769], [-0.4600, -0.6386, -2.2454], [-0.5139, -2.6397, 1.1916]],
  "forces_ev_per_angstrom": [[2.251, 2.457, -1.650], [-0.746, 2.868, -1.363], [-0.230, 0.602, -0.591], [0.358, 1.329, 0.405], [-0.615, -4.733, 2.223], [1.042, 1.944, 1.180], [0.772, -2.081, -0.585], [-0.335, -0.237, -0.403], [-0.793, -1.848, -1.130], [-0.958, 0.437, 0.719], [-0.595, -1.653, 1.319], [-0.069, 0.293, 0.644], [-0.082, 0.623, -0.768]]
}

=====

{
  "formula": "C6H10N3O2",
  "method": "ωB97M-V with the def2-TZVPD basis set",
  "smiles": "COC1=C(C(N)=O)N=CC[NH2+]1",
  "multiplicity": 1,
  "gap_ev": [7.2, 7.7],
  "homo_ev": [-12.3479, -12.4416],
  "max_force_ha_per_bohr": 0.14755,
  "charge": 1,
  "species": ["C", "O", "C", "C", "C", "N", "O", "N", "C", "C", "N", "H", "H", "H", "H", "H", "H", "H", "H", "H", "H"],
  "positions_angstrom": [[-0.5764, 2.8800, 0.1628], [0.5412, 1.9997, 0.1007], [0.4915, 0.6680, -0.0506], [-0.5671, -0.7112, 0.2488], [-1.9744, -0.4406, -0.0514], [-2.8007, -1.5497, 0.2890], [-2.4249, 0.5759, -0.5995], [0.0203, -1.8180, 0.4525], [1.2412, -2.1201, 0.2655], [2.0352, -1.1672, -0.6206], [1.8955, 0.2436, -0.0344], [-1.4518, 2.3726, -0.3003], [-0.2101, 3.7247, -0.4977], [-0.7497, 3.1346, 1.1460], [-2.4135, -2.3585, 0.7396], [-3.7701, -1.4608, 0.1608], [1.4701, -3.1225, 0.4799], [3.1479, -1.1631, -0.7773], [1.3426, -1.0487, -1.6319], [2.4512, 1.0046, -0.4745], [2.3021, 0.3565, 0.9928]],
  "forces_ev_per_angstrom": [[-0.573, 0.266, -3.874], [0.753, -3.275, 0.075], [-2.707, -1.232, 0.752], [2.422, 7.042, -1.450], [-3.244, -1.267, -0.375], [2.777, 2.159, -0.466], [1.262, -1.614, 1.168], [-0.086, -1.430, 0.941], [0.825, 0.774, -1.292], [-0.659, 1.439, -1.293], [0.514, 0.586, 2.597], [0.548, 0.511, 0.419], [-0.838, -0.669, 1.133], [-0.280, 0.718, 2.083], [-0.010, -0.025, 0.051], [-1.163, 0.125, -0.177], [1.092, -0.985, 0.187], [-1.276, -1.263, -0.137], [2.047, -0.287, 2.054], [-0.342, -0.764, -0.533], [-1.063, -0.813, -1.861]]
}

=====

{
  "formula": "C35H54CuN3O5S2Si",
  "method": "ωB97M-V with the def2-TZVPD basis set",
  "multiplicity": 2,
  "gap_ev": [5.6, 6.5],
  "homo_ev": [-3.3238, -4.2195],
  "max_force_ha_per_bohr": 0.01007,
  "charge": -1,
  "s_squared": 0.782,
  "species": ["Cu", "C", "C", "C", "C", "O", "Si", "S", "O", "C", "C", "C", "C", "O", "C", "C", "C", "C", "H", "H", "H", "H", "H", "H", "H", "H", "H", "H", "H", "H", "H", "H", "H", "H", "H", "H", "H", "H", "H", "H", "H", "H", "H", "H", "H", "C", "C", "C", "C", "C", "C", "C", "C", "C", "C", "C", "C", "C", "C", "C", "H", "H", "H", "H", "H", "H", "H", "H", "H", "H", "C", "N", "C", "C", "O", "N", "C", "N", "H", "H", "H", "H", "H", "H", "H", "C", "C", "S", "O", "C", "C", "H", "H", "H", "H", "H", "H", "H", "H", "H", "H"],
  "positions_angstrom": [[0.5386, -1.4652, 0.0437], [-1.6329, -3.1133, -1.6805], [-2.2503, -1.7238, -1.5588], [-3.1244, -1.4330, -2.7744], [-3.0740, -1.6234, -0.2797], [-1.1372, -0.8339, -1.5095], [-1.0627, 0.8320, -1.5593], [0.8354, 1.4843, -1.1893], [-2.2217, 1.2924, -0.4923], [-2.8386, 2.5327, -0.2004], [-3.3640, 2.4025, 1.2272], [-1.8342, 3.6771, -0.2893], [-3.9833, 2.7465, -1.1853], [-1.6813, 1.2972, -3.0350], [-1.0383, 1.4509, -4.2885], [-0.3023, 2.7846, -4.3164], [-2.1554, 1.4390, -5.3316], [-0.0669, 0.2953, -4.5427], [-2.4096, -3.8800, -1.6465], [-0.9452, -3.2914, -0.8527], [-1.0823, -3.2089, -2.6176], [-3.9504, -2.1470, -2.8106], [-2.5456, -1.5228, -3.6938], [-3.5337, -0.4263, -2.7261], [-3.7918, -2.4458, -0.2444], [-3.6106, -0.6784, -0.2378], [-2.4195, -1.6763, 0.5890], [-2.5400, 2.2047, 1.9106], [-4.0611, 1.5669, 1.2942], [-3.8757, 3.3144, 1.5407], [-0.9772, 3.4742, 0.3499], [-2.3028, 4.6134, 0.0210], [-1.4650, 3.7915, -1.3085], [-4.7128, 1.9408, -1.0903], [-3.6044, 2.7497, -2.2070], [-4.4851, 3.6943, -0.9845], [-1.0039, 3.5943, -4.1119], [0.1448, 2.9531, -5.2984], [0.4759, 2.7974, -3.5547], [-2.8561, 2.2532, -5.1381], [-2.7031, 0.4984, -5.2811], [-1.7508, 1.5571, -6.3390], [0.6759, 0.2565, -3.7455], [0.4384, 0.4276, -5.5033], [-0.6049, -0.6529, -4.5586], [-0.2487, -1.0563, 1.7562], [-0.4325, -0.2671, 2.6901], [-0.4866, 0.6094, 3.7580], [-1.6276, 0.6339, 4.6567], [-1.9004, 1.7120, 5.5132], [-3.0221, 1.7147, 6.3237], [-3.9104, 0.6481, 6.3073], [-3.6640, -0.4209, 5.4514], [-2.5475, -0.4299, 4.6399], [0.6411, 1.5482, 3.8619], [1.2001, 1.9343, 5.0843], [2.3035, 2.7721, 5.1288], [2.8718, 3.2467, 3.9544], [2.3296, 2.8626, 2.7322], [1.2346, 2.0198, 2.6821], [-1.2422, 2.5699, 5.5176], [-3.2113, 2.5677, 6.9659], [-4.7894, 0.6550, 6.9406], [-4.3542, -1.2556, 5.4143], [-2.3626, -1.2532, 3.9623], [0.7783, 1.5528, 6.0045], [2.7241, 3.0515, 6.0871], [3.7263, 3.9125, 3.9912], [2.7508, 3.2359, 1.8055], [0.8244, 1.7124, 1.7267], [4.9393, 0.1110, 2.7481], [3.9788, -0.8385, 2.2631], [3.7634, -2.1276, 2.8700], [2.8830, -2.8166, 1.8229], [2.4687, -3.9505, 1.9282], [2.6516, -1.9400, 0.7888], [3.3510, -0.8441, 1.0599], [3.4220, 0.1806, 0.2083], [4.7570, 0.3150, 3.8049], [4.8475, 1.0572, 2.2214], [5.9687, -0.2510, 2.6288], [3.2161, -2.0498, 3.8124], [4.6942, -2.6790, 3.0341], [2.6776, 0.2183, -0.5062], [3.6504, 1.0841, 0.5900], [3.3907, -2.7770, -5.3684], [3.1462, -2.0101, -4.0823], [1.8896, -2.7872, -3.0405], [1.5709, -1.7614, -2.0127], [2.9448, -3.9990, -2.2195], [2.1064, -4.9380, -1.3761], [4.1229, -2.2568, -5.9840], [2.4717, -2.8722, -5.9458], [3.7736, -3.7797, -5.1779], [2.7303, -1.0194, -4.2720], [4.0515, -1.8874, -3.4840], [3.6217, -3.4015, -1.6036], [3.5132, -4.5241, -2.9922], [1.5428, -4.3853, -0.6293], [2.7435, -5.6368, -0.8375], [1.4160, -5.5090, -1.9981]],
  "forces_ev_per_angstrom": [[-0.002, 0.113, -0.002], [-0.171, -0.080, -0.024], [-0.014, -0.058, 0.009], [-0.029, -0.074, 0.024], [-0.046, -0.080, 0.020], [0.101, 0.234, -0.101], [0.177, -0.106, 0.039], [0.080, -0.083, 0.086], [-0.113, -0.143, -0.054], [0.080, 0.033, 0.077], [-0.034, 0.049, -0.089], [-0.065, 0.028, 0.022], [-0.043, 0.042, 0.033], [-0.138, 0.133, 0.083], [0.021, -0.106, -0.082], [0.031, 0.028, -0.077], [0.068, 0.031, 0.023], [-0.021, 0.064, -0.048], [-0.015, -0.036, -0.035], [0.035, 0.005, 0.098], [0.032, 0.037, -0.029], [-0.015, -0.029, -0.002], [0.025, -0.001, -0.047], [-0.024, 0.067, 0.014], [-0.054, -0.029, 0.015], [-0.007, 0.032, -0.012], [0.021, -0.029, 0.025], [0.087, -0.013, 0.044], [-0.027, -0.036, -0.007], [-0.023, 0.036, 0.008], [0.044, -0.006, 0.042], [-0.032, 0.036, 0.009], [0.025, -0.005, -0.059], [-0.020, -0.047, 0.003], [0.032, 0.003, -0.006], [-0.055, 0.064, 0.001], [-0.047, 0.044, 0.012], [0.032, 0.018, -0.055], [0.005, -0.009, 0.010], [0.008, 0.011, 0.016], [-0.022, -0.056, 0.010], [0.021, 0.008, -0.021], [0.042, 0.003, 0.034], [-0.002, 0.014, -0.032], [-0.021, -0.063, 0.009], [0.095, 0.039, -0.365], [-0.040, -0.311, 0.264], [-0.043, 0.224, -0.021], [0.061, -0.057, -0.043], [0.020, 0.033, 0.010], [-0.031, 0.040, 0.049], [-0.057, -0.007, 0.030], [-0.039, -0.030, 0.014], [0.008, 0.012, -0.008], [-0.022, -0.036, -0.012], [-0.039, 0.016, -0.022], [0.043, 0.026, -0.009], [0.079, 0.045, 0.012], [0.022, 0.014, 0.012], [0.042, -0.014, 0.028], [-0.001, 0.013, -0.003], [-0.002, -0.014, -0.007], [0.016, -0.002, -0.008], [-0.003, 0.007, 0.008], [0.011, -0.026, -0.010], [-0.009, -0.016, 0.039], [0.017, 0.012, 0.020], [-0.004, -0.008, 0.002], [0.002, 0.032, -0.037], [-0.002, 0.002, -0.069], [0.074, 0.057, 0.074], [-0.025, -0.075, -0.225], [-0.065, 0.004, 0.118], [-0.170, -0.021, -0.046], [0.041, -0.032, -0.035], [0.442, -0.269, -0.002], [-0.189, 0.111, 0.188], [-0.068, 0.105, -0.293], [-0.005, 0.004, -0.024], [-0.022, 0.018, 0.015], [-0.048, -0.004, 0.005], [0.022, -0.019, 0.018], [-0.025, 0.011, -0.031], [0.138, 0.026, 0.223], [-0.061, 0.004, -0.025], [-0.005, -0.030, -0.032], [0.044, 0.009, 0.056], [-0.045, 0.007, -0.059], [-0.115, 0.071, 0.190], [0.139, 0.074, -0.061], [-0.036, -0.073, -0.020], [0.033, 0.023, -0.033], [-0.030, -0.004, -0.019], [0.019, -0.035, 0.005], [-0.013, -0.013, -0.002], [-0.027, 0.014, 0.030], [0.011, -0.012, 0.006], [-0.019, -0.014, 0.007], [-0.042, 0.071, 0.095], [0.040, -0.025, 0.035], [-0.040, -0.015, -0.011]]
}

=====

{
  "formula": "C8H13NP",
  "method": "ωB97M-V with the def2-TZVPD basis set",
  "multiplicity": 1,
  "gap_ev": 7.5,
  "homo_ev": -13.3224,
  "max_force_ha_per_bohr": 0.07626,
  "charge": 1,
  "species": ["C", "C", "C", "C", "C", "C", "C", "C", "N", "P", "H", "H", "H", "H", "H", "H", "H", "H", "H", "H", "H", "H", "H"],
  "positions_angstrom": [[-0.2188, -2.3561, -1.9243], [0.6490, -1.3507, -2.1565], [-0.9620, -2.3842, -0.7337], [0.8693, -0.3782, -1.1777], [-0.6583, -1.4868, 0.3047], [0.2284, -0.3723, 0.1252], [1.7640, 1.3967, 1.0590], [0.5103, 0.6529, 1.1273], [-1.3420, 1.8908, -0.2853], [-0.4495, 1.1562, 2.5756], [-0.4769, -3.0037, -2.7204], [1.0599, -1.0720, -3.1456], [-1.7194, -3.2521, -0.4735], [1.6797, 0.4442, -1.2289], [-1.0101, -1.7097, 1.2112], [2.0440, 1.6347, 0.0158], [1.7330, 2.3339, 1.6991], [2.5727, 0.7117, 1.3543], [-1.2689, 2.8442, 0.1777], [-2.3487, 1.6649, -0.1879], [-1.0555, 1.8758, -1.2876], [-1.6238, 0.5841, 2.2038], [0.0238, 0.1754, 3.4678]],
  "forces_ev_per_angstrom": [[-2.298, -0.265, 0.681], [1.575, 3.347, -0.289], [-0.255, -1.516, 1.620], [1.486, 1.567, 2.102], [1.273, 0.962, -3.536], [0.239, -1.484, -1.186], [0.578, 1.377, -0.109], [-0.102, -1.496, -1.378], [-0.501, 1.551, 0.793], [0.005, 0.691, 0.248], [-0.072, -0.835, -0.538], [-0.005, -0.978, 0.626], [1.747, 1.917, -0.818], [-1.634, -1.511, -0.980], [-1.726, -0.459, 3.491], [-0.136, 0.219, 0.563], [0.340, -1.256, -0.853], [-0.073, 0.104, 0.283], [0.065, -1.300, -1.447], [0.869, -0.053, -0.419], [-0.492, 0.425, 1.213], [-1.042, -0.840, -0.026], [0.161, -0.166, -0.043]]
}